# C37H35CaN6O3SSi

A molecular structure, C37H35CaN6O3SSi at a distorted geometry (ωB97M-V/def2-TZVPD, the OMol25 dataset).

CARTESIAN COORDINATES (ANGSTROEM)
1 Ca -0.02319 0.22770 0.09997
2 S -1.55211 -1.27750 2.16132
3 Si -0.12560 -0.05876 -3.59028
4 O -1.63312 0.14697 1.79009
5 O -2.78232 -2.02219 2.06093
6 O -0.22673 0.22390 -2.02343
7 N -0.51605 2.71169 -0.12159
8 N 0.85948 6.30459 4.92711
9 N -0.34328 -1.78241 1.32364
10 N -4.03600 1.65749 4.31519
11 N 1.47035 -2.10943 -0.53660
12 N -3.32632 3.21564 2.66502
13 C 1.11002 5.36856 4.29518
14 C 2.35428 0.74989 1.21890
15 C -0.37392 -1.88264 -4.01216
16 C 1.38165 1.81297 3.23963
17 C -2.07324 -1.06604 4.83279
18 C -0.40697 -1.30336 6.55334
19 C 1.55126 -4.51570 -0.21320
20 C -2.07770 5.22264 3.24130
21 C 1.41584 4.21781 3.52265
22 C 0.09030 -5.48605 1.42814
23 C -2.74816 3.96667 3.60665
24 C 2.38425 -2.22323 -1.46287
25 C 2.07991 4.32160 2.28332
26 C -0.86941 3.41949 0.94429
27 C -0.77814 4.65628 -1.47005
28 C 1.56632 0.46644 -4.27963
29 C -3.92303 2.10136 3.06603
30 C 2.54058 -4.59287 -1.21920
31 C -0.48203 3.31580 -1.31217
32 C 2.05891 1.88312 1.97450
33 C 1.07624 2.92806 3.97273
34 C -1.72153 -1.05722 6.17245
35 C 0.21749 -1.56427 4.24701
36 C -2.80289 3.59004 4.94791
37 C -1.20585 4.77167 0.88902
38 C 0.55927 -1.56115 5.59340
39 C -3.46260 2.41624 5.24685
40 C 1.05444 -5.65024 0.47719
41 C -1.09363 -1.31058 3.87835
42 C 2.38521 3.21362 1.54278
43 C 1.04630 -3.23704 0.09531
44 C 0.03460 -3.08759 1.10645
45 C -1.13086 5.39302 -0.34983
46 C -1.48908 5.56391 2.09464
47 C -0.42673 -4.21244 1.75047
48 C -1.43540 0.90564 -4.56047
49 C 2.95935 -3.45436 -1.84281
50 H 1.11174 0.83767 3.62857
51 H -2.47554 -0.85914 6.92406
52 H -1.11322 1.92771 -4.77822
53 H 3.71062 -3.47604 -2.62074
54 H 2.35571 5.30371 1.91507
55 H -0.84444 2.89912 1.89266
56 H -1.08326 6.57108 2.06160
57 H -3.53777 2.06652 6.27175
58 H -1.20418 -4.12508 2.49757
59 H -3.09261 -0.87685 4.52341
60 H 2.68848 -1.30559 -1.95589
61 H 1.89910 -0.16761 -5.10633
62 H 2.32589 0.42266 -3.49483
63 H -0.20905 2.68096 -2.14641
64 H 1.54246 1.49660 -4.64605
65 H 0.96195 -1.74994 3.48350
66 H -2.33527 4.19111 5.71597
67 H 1.44516 -6.63124 0.23557
68 H 2.89971 3.33275 0.59534
69 H 0.56774 2.81699 4.92465
70 H -0.29815 -6.34925 1.95510
71 H 0.21155 -2.51854 -3.34283
72 H -0.08196 -2.11211 -5.04123
73 H 2.95128 -5.56059 -1.48433
74 H 3.02109 0.84099 0.36670
75 H 2.31498 -0.22654 1.69420
76 H -0.72584 5.11212 -2.44936
77 H 1.58345 -1.75220 5.88657
78 H -2.02658 5.95067 4.04337
79 H -4.36639 1.48584 2.29209
80 H -1.68038 0.42529 -5.51221
81 H -1.42409 -2.16292 -3.89225
82 H -1.34851 6.45191 -0.43459
83 H -0.13797 -1.29392 7.60221
84 H -2.35213 0.96554 -3.96847

Properties
E, eV: -91179.18851
HOMO energy, eV: -3.65
Net charge: -1
Energy above the lowest of the compared OMol25 structures with the same formula, charge and spin, kJ/mol: 0.0
Max |F|, eV Å⁻¹: 1.021

Mulliken population analysis, charges in e, atoms 1 to 6: number 1, Ca, carries 2.618; number 2, S, carries 1.250; number 3, Si, carries 0.579; number 4, O, carries -0.430; number 5, O, carries -0.730; number 6, O, carries -1.207